{"formula": "C3H4NO", "method": "wB97M-V/def2-TZVPD", "species": ["C", "C", "C", "N", "O", "H", "H", "H", "H"], "positions_angstrom": [[0.226, 1.428, -0.250], [1.360, 0.798, -0.568], [0.335, -0.756, 0.025], [-0.424, 0.318, 0.201], [1.530, -0.489, -0.464], [0.013, 2.529, -0.248], [0.350, -1.804, 0.505], [-1.815, -1.366, 0.156], [-1.577, -0.659, 0.643]], "lowdin_charge": [0.02, 0.14, -0.16, 0.10, 0.19, 0.18, 0.21, 0.19, 0.14], "orbital_gap_ev": [7.44, 8.80], "total_energy_ha": -246.136091, "charge": 1, "e_lumo_ev": [-9.10, -7.47], "e_above_lowest_kcal_mol": 160.6, "homo_energy_ha": [-0.60774, -0.59783], "largest_force_ev_per_a": 3.9}